ORCA calculation (ωB97M-V/def2-TZVPD) on C16H19IrN2SSeTe as an isolated structure at a distorted geometry.

As for the expectation value of S²: 0.76. The total charge is +1. The HOMO energy (spin up / spin down) comes out at -10.5977 / -10.6049 eV. The value obtained for the frontier orbital gap (spin up / spin down) is 0.25688 / 0.25596 Ha. Its spin multiplicity is 2.

```
41
Properties=species:S:1:pos:R:3:forces:R:3:mulliken_spin:R:1
Ir -1.42455 0.88712 -1.30664 0.9210 0.2150 -1.0667 0.7703
C -2.99577 0.69787 -4.60670 -0.0731 -0.0592 -0.0935 0.0128
Te -3.32476 -0.11170 -2.66679 0.2558 0.4513 0.2903 0.0575
C -4.84925 1.25504 -2.12172 -0.1618 -0.0568 -0.0586 -0.0107
H -3.49961 1.65885 -4.66293 0.0193 -0.0103 -0.0355 0.0005
H -3.40900 0.01529 -5.34537 0.0100 0.0160 0.0123 0.0026
H -1.92607 0.81595 -4.75079 -0.0117 0.0120 -0.0160 -0.0011
H -5.72121 1.09816 -2.75400 0.0183 0.0134 0.0211 0.0026
H -4.44972 2.25916 -2.23048 -0.0186 -0.0023 0.0167 0.0028
H -5.09635 1.05912 -1.08120 -0.0037 0.0308 -0.0191 -0.0017
S -0.92076 -0.60405 0.20046 -0.1835 -0.5772 1.0638 0.1266
C 4.10760 -1.12348 1.83933 -0.1065 -0.0762 0.0229 -0.0021
N 2.88111 -1.89155 2.01324 0.1587 -0.0095 0.0474 -0.0026
C 1.68699 -1.62216 1.47936 -0.0480 -0.1259 0.0926 0.0096
Se 1.27473 -0.16279 0.37131 0.1507 -0.0835 -0.1339 0.0022
N 0.81877 -2.55668 1.87211 0.0058 -0.1330 0.0717 0.0132
C 1.46167 -3.48028 2.69866 -0.1263 0.0909 -0.1027 0.0072
C 1.01108 -4.61694 3.35031 -0.0070 -0.0370 0.0230 0.0004
C 1.94813 -5.30562 4.09929 0.0001 0.0025 -0.0004 0.0000
C 3.27861 -4.87577 4.19202 -0.0032 0.0100 -0.0085 -0.0001
C 3.72230 -3.74018 3.53761 0.0216 -0.0274 0.0214 -0.0009
C 2.77779 -3.05509 2.78874 0.1004 0.1453 -0.0748 -0.0016
H 3.92109 -0.29283 1.16549 0.0010 0.0251 -0.0170 0.0007
H 4.87766 -1.76260 1.41259 0.0108 0.0009 -0.0097 -0.0001
H 4.43695 -0.73801 2.80200 0.0053 0.0118 0.0069 0.0000
H -0.15298 -2.55152 1.59571 -0.0222 0.0440 -0.0151 -0.0113
H -0.01577 -4.95025 3.27858 0.0325 0.0148 0.0039 -0.0001
H 1.64554 -6.19954 4.62719 0.0124 0.0093 -0.0026 0.0000
H 3.97574 -5.44657 4.79013 -0.0130 0.0072 -0.0084 0.0000
H 4.74993 -3.40942 3.60956 -0.0300 -0.0115 0.0004 0.0001
C -0.73486 5.55605 -1.99906 -0.0014 0.0160 -0.0005 0.0096
C -1.58357 4.89833 -2.87907 0.0607 -0.0771 -0.0511 0.0058
C -1.86967 3.55215 -2.69170 0.1760 0.2431 0.0433 -0.0046
C -1.30515 2.85096 -1.62283 -1.2236 -0.0033 -0.1275 -0.0472
C -0.47722 3.52840 -0.72722 0.0823 -0.0717 -0.0507 0.0603
C -0.18279 4.87114 -0.92656 0.1076 0.0005 0.0177 -0.0036
H -0.50797 6.60390 -2.14605 -0.0233 -0.0063 0.0231 0.0001
H -2.02241 5.43347 -3.71222 0.0172 -0.0065 0.0105 0.0015
H -2.52052 3.05275 -3.39636 -0.0381 0.0216 0.0514 0.0097
H -0.05478 3.01795 0.13543 -0.0567 -0.0068 0.0630 -0.0082
H 0.46902 5.38537 -0.23143 -0.0159 0.0000 -0.0112 0.0000
```
Forces are in eV/Å.


ORCA calculation (ωB97M-V/def2-TZVPD) on a 2-piece molecular cluster, C28H26NO7S3 overall at a distorted geometry.

The total charge is -1. The HOMO energy comes out at -3.7393 eV. The value obtained for the frontier orbital gap is 0.20786 Ha.

```
65
Properties=species:S:1:pos:R:3:forces:R:3:mulliken_charge:R:1
C 3.38264 -0.01179 7.09708 -0.0018 -0.0135 0.0368 -1.4328
C 2.83280 -0.61733 5.83644 -0.0874 -0.1276 -0.5394 0.9437
C 3.33308 -1.83512 5.35207 -0.2483 -0.0434 -0.1518 -0.5864
C 2.78390 -2.45012 4.22266 -0.3011 0.1953 -0.2277 -0.2665
C 1.74333 -1.82159 3.52762 0.3995 0.0974 0.1645 -0.3631
S 0.88115 -2.62325 2.16437 -0.4358 1.7967 -0.7325 1.3722
N 1.11681 -1.56444 0.91591 0.8959 -1.3052 -0.0874 -0.0413
C 0.76348 -1.51727 -0.33731 -0.9179 -0.8216 1.4180 -0.6257
C 1.83390 -1.55010 -1.32268 1.2923 0.8039 -0.3614 0.4419
C 1.78750 -2.18105 -2.57990 -0.2133 0.0698 0.3164 -0.0186
C 2.98757 -2.42750 -3.25965 0.0147 0.3359 0.1516 -0.7515
C 4.19983 -1.92094 -2.77590 -0.2088 0.1842 0.1524 -0.2433
C 4.22668 -1.17548 -1.58862 -0.6000 0.0768 0.0547 -0.7150
C 3.04986 -1.01418 -0.86226 0.3209 -0.3291 -0.4331 -0.3783
O 1.57020 -3.86421 1.89217 -0.4728 0.5989 -0.0311 -0.7250
O -0.51455 -2.61007 2.52575 0.1298 -0.6023 0.2204 -0.6520
C 1.30058 -0.57891 3.96264 -0.1133 -0.0045 -0.1062 -0.3225
C 1.81746 0.01487 5.10727 0.1944 -0.2698 0.0284 -0.8573
H 2.83794 0.90343 7.34900 0.1246 -0.1594 0.0500 0.3297
H 3.28078 -0.73041 7.91961 0.0705 0.2400 -0.0469 0.3397
H 4.44544 0.23678 6.98800 -0.1755 -0.0535 0.0505 0.3234
H 4.15769 -2.32491 5.87519 -0.2598 0.1071 -0.0959 0.3540
H 3.13387 -3.41314 3.86618 0.0517 0.0944 0.0896 0.4789
H -0.28100 -1.53771 -0.67634 0.1366 -0.2412 0.0079 0.6583
H 0.82668 -2.47639 -3.01397 0.3598 -0.0180 0.2803 0.3638
H 2.97129 -2.99108 -4.19282 -0.0350 0.2176 0.2127 0.3810
H 5.12287 -2.05612 -3.34084 -0.2589 -0.0911 0.1136 0.3611
H 5.12973 -0.70444 -1.20873 0.0075 -0.2129 -0.2244 0.3755
H 3.01466 -0.49257 0.09227 0.2547 -0.1148 -0.2479 0.4373
H 0.53140 -0.06742 3.40355 0.1722 -0.0817 0.0400 0.3435
H 1.40523 0.97411 5.42883 0.2131 -0.2530 -0.0214 0.2830
C 1.06410 2.18109 -2.70137 -2.1098 -0.2419 0.5073 -0.5103
O -0.42458 2.23746 -2.62970 1.7805 2.0484 -1.5741 -0.3594
C -1.15938 1.25594 -2.12008 -1.2111 -2.9783 1.0776 0.1222
S -2.61210 1.78434 -1.18932 2.1559 -0.8221 -2.0362 1.4201
C -1.98062 2.02965 0.45771 0.1672 0.3880 0.3071 -0.2328
C -1.70711 0.90360 1.23564 -0.0136 0.2045 0.3099 -0.2994
C -1.29923 1.07821 2.55600 -0.0745 -0.0319 -0.1328 -0.9504
C -1.04273 2.35248 3.07087 -0.4422 0.0380 -0.2248 -0.3159
C -1.30380 3.47038 2.27117 0.0067 -0.1104 0.0286 -0.6613
C -1.77598 3.31713 0.95904 -0.0480 -0.3621 0.3032 -0.2676
O -3.03694 3.05755 -1.73686 -0.4074 0.0552 0.8341 -0.7675
O -3.50883 0.65025 -1.11056 -0.1890 0.5663 0.2792 -0.6169
S -1.53482 -0.18279 -3.16806 -0.2418 2.0676 1.5879 1.3902
C -3.12733 0.09370 -3.94897 -0.1563 -0.6995 -0.9552 -0.1828
C -4.18498 -0.79139 -3.70665 -0.1577 0.3697 -0.2376 -0.2559
C -5.45429 -0.49708 -4.21476 0.2887 0.0017 -0.1820 -0.4925
C -5.65250 0.63874 -5.00614 0.1416 0.0435 0.0957 -0.4496
C -4.56256 1.45323 -5.33144 0.2166 -0.1955 -0.0559 -0.5681
C -3.28450 1.15441 -4.84773 -0.3261 -0.1131 0.2976 -0.2850
O -0.51379 -0.23717 -4.20179 -0.1092 -0.1517 0.1095 -0.7243
O -1.75083 -1.30191 -2.26819 0.2524 -0.4894 -0.6139 -0.7362
H 1.36016 3.22568 -2.60962 0.1576 -0.0910 0.0003 0.2884
H 1.43095 1.57793 -1.86464 0.0540 0.0069 -0.1528 0.1157
H 1.35550 1.77054 -3.67152 -0.0374 -0.0696 0.2284 0.2296
H -1.80629 -0.10235 0.83225 -0.2310 0.2565 -0.0005 0.5584
H -1.21965 0.19617 3.18940 -0.0195 0.2236 -0.2103 0.8405
H -0.69773 2.45956 4.10630 -0.1802 0.0589 -0.4295 0.3382
H -1.19535 4.46742 2.69794 0.1207 -0.1778 -0.1980 0.3411
H -2.01269 4.17180 0.32762 0.0387 -0.1805 0.1593 0.4804
H -4.00533 -1.72110 -3.17040 -0.0122 0.4319 0.1908 0.3688
H -6.28041 -1.18172 -4.01772 0.1805 0.2077 -0.0354 0.3507
H -6.64951 0.87377 -5.39392 0.3821 -0.0783 0.1636 0.3362
H -4.68418 2.31642 -5.98871 -0.0545 -0.2708 0.1612 0.3360
H -2.41550 1.72642 -5.17339 -0.2301 0.0199 0.3169 0.3515
```
Forces are in eV/Å.


total charge of number 2 (C28H26NO7S3)? -1